{"formula": "C86H182N10O4", "method": "ωB97M-V/def2-TZVPD", "s2": 0.7745, "total_charge": 7, "orbital_gap_ev": [2.82, 5.16], "multiplicity": 2, "symbols": ["C", "C", "C", "O", "C", "C", "C", "O", "O", "O", "H", "H", "C", "C", "C", "N", "C", "C", "C", "C", "C", "H", "H", "H", "H", "H", "H", "H", "H", "H", "H", "H", "H", "H", "H", "H", "H", "H", "H", "C", "C", "C", "N", "C", "C", "C", "C", "C", "H", "H", "H", "H", "H", "H", "H", "H", "H", "H", "H", "H", "H", "H", "H", "H", "H", "H", "C", "C", "C", "N", "C", "C", "C", "C", "C", "H", "H", "H", "H", "H", "H", "H", "H", "H", "H", "H", "H", "H", "H", "H", "H", "H", "H", "C", "C", "C", "N", "C", "C", "C", "C", "C", "H", "H", "H", "H", "H", "H", "H", "H", "H", "H", "H", "H", "H", "H", "H", "H", "H", "H", "C", "C", "C", "N", "C", "C", "C", "C", "C", "H", "H", "H", "H", "H", "H", "H", "H", "H", "H", "H", "H", "H", "H", "H", "H", "H", "H", "C", "C", "C", "N", "C", "C", "C", "C", "C", "H", "H", "H", "H", "H", "H", "H", "H", "H", "H", "H", "H", "H", "H", "H", "H", "H", "H", "C", "C", "C", "N", "C", "C", "C", "C", "C", "H", "H", "H", "H", "H", "H", "H", "H", "H", "H", "H", "H", "H", "H", "H", "H", "H", "H", "C", "C", "C", "N", "C", "C", "C", "C", "C", "H", "H", "H", "H", "H", "H", "H", "H", "H", "H", "H", "H", "H", "H", "H", "H", "H", "H", "C", "C", "C", "N", "C", "C", "C", "C", "C", "H", "H", "H", "H", "H", "H", "H", "H", "H", "H", "H", "H", "H", "H", "H", "H", "H", "H", "C", "C", "C", "N", "C", "C", "C", "C", "C", "H", "H", "H", "H", "H", "H", "H", "H", "H", "H", "H", "H", "H", "H", "H", "H", "H", "H"], "positions_angstrom": [[1.1489, 0.0997, -1.3147], [0.6261, 0.0383, -0.0143], [-0.7975, -0.5407, 0.2089], [-1.1836, -0.9687, 1.3774], [-1.5861, -0.9729, -0.7745], [-1.1113, -0.8889, -2.1617], [0.3612, -0.3966, -2.4395], [0.7216, -0.2526, -3.5751], [-1.8679, -1.1318, -3.0790], [1.3652, 0.5530, 0.9289], [2.1657, 0.4252, -1.4778], [-2.5478, -1.4030, -0.5368], [6.8420, 4.3150, 5.2368], [6.8242, 3.8711, 3.7752], [5.5673, 3.0951, 3.3848], [5.6189, 2.5904, 1.9098], [5.5115, 3.7760, 0.9200], [4.4821, 1.5811, 1.7726], [4.9399, 0.7482, 0.5975], [6.3786, 0.5973, 0.8578], [6.9170, 1.7679, 1.6584], [6.9406, 3.5265, 5.9829], [5.9550, 4.9449, 5.3033], [7.6669, 4.9978, 5.4403], [7.6714, 3.1997, 3.6348], [7.0496, 4.7602, 3.1864], [4.6652, 3.6635, 3.6111], [5.4082, 2.2491, 4.0535], [4.4652, 4.0480, 0.7803], [5.8666, 3.2909, 0.0108], [6.1115, 4.6497, 1.1744], [3.5015, 2.0458, 1.6701], [4.5496, 0.9462, 2.6561], [4.7302, 1.3106, -0.3123], [4.3826, -0.1752, 0.4395], [6.9680, 0.4135, -0.0405], [6.5470, -0.2229, 1.5558], [7.6386, 2.4640, 1.2308], [7.2883, 1.4617, 2.6364], [-4.9870, -0.8655, -2.7629], [-6.3643, -0.2149, -2.6338], [-6.8400, 0.1540, -4.0036], [-8.2128, 0.8642, -3.9262], [-9.3266, -0.0664, -3.3875], [-8.3610, 2.1124, -3.0744], [-9.4468, 2.9558, -3.8123], [-9.6469, 2.4716, -5.1395], [-8.6401, 1.3893, -5.3152], [-4.7240, -1.1451, -1.7427], [-4.4201, -0.0286, -3.1708], [-4.9916, -1.7903, -3.3398], [-6.2849, 0.7059, -2.0558], [-7.0446, -0.8419, -2.0575], [-6.9513, -0.6615, -4.7182], [-6.1142, 0.8394, -4.4412], [-9.1821, -1.0766, -3.7706], [-10.2697, 0.2888, -3.8028], [-9.3082, 0.0204, -2.3011], [-8.6205, 1.9643, -2.0262], [-7.4440, 2.6995, -3.1249], [-10.3328, 2.9053, -3.1794], [-9.1565, 4.0030, -3.7267], [-10.6530, 2.0827, -5.2962], [-9.4353, 3.2402, -5.8829], [-8.8735, 0.5877, -6.0159], [-7.7582, 1.8683, -5.7405], [-1.2337, -6.1839, 5.0580], [-1.7289, -6.5085, 3.5994], [-3.1488, -5.9909, 3.3433], [-3.6660, -6.1941, 1.8493], [-4.2826, -7.6178, 1.6459], [-2.6790, -5.8163, 0.7385], [-2.7155, -4.2671, 0.6349], [-3.9883, -3.8621, 1.3234], [-4.7705, -5.1280, 1.5909], [-1.6879, -6.9279, 5.7125], [-1.6057, -5.2730, 5.5270], [-0.1454, -6.2391, 5.0845], [-1.6468, -7.5836, 3.4399], [-0.9873, -5.9724, 3.0072], [-3.3928, -5.0066, 3.7431], [-3.7206, -6.6666, 3.9794], [-4.6399, -7.8711, 0.6478], [-5.1473, -7.6353, 2.3093], [-3.5636, -8.3704, 1.9695], [-3.0978, -6.2297, -0.1790], [-1.6789, -6.1480, 1.0176], [-2.5604, -3.9153, -0.3851], [-1.8249, -3.9757, 1.1916], [-4.5238, -3.1911, 0.6517], [-3.6980, -3.3947, 2.2643], [-5.2207, -5.4610, 0.6557], [-5.5733, -5.0873, 2.3272], [-0.7501, -2.4510, 4.3004], [-0.3709, -2.5481, 5.7539], [-0.2870, -1.2195, 6.5951], [0.2522, -1.4390, 8.0382], [1.4486, -2.4495, 8.1652], [-0.9493, -1.8814, 8.9617], [-1.7490, -0.6021, 9.3401], [-0.6910, 0.5122, 9.2485], [0.6474, -0.1661, 8.7505], [-0.2329, -1.6154, 3.8289], [-1.8129, -2.2164, 4.2407], [-0.5308, -3.3606, 3.7413], [0.6603, -2.8960, 5.6928], [-0.9665, -3.2835, 6.2948], [-1.2534, -0.7273, 6.7037], [0.4553, -0.5780, 6.1201], [1.7498, -2.2378, 9.1911], [2.2010, -2.2044, 7.4156], [0.9916, -3.4386, 8.1325], [-0.4831, -2.3393, 9.8341], [-1.5151, -2.6604, 8.4507], [-2.2386, -0.6635, 10.3120], [-2.4989, -0.3603, 8.5870], [-0.5835, 1.0221, 10.2059], [-1.0222, 1.2180, 8.4869], [1.3700, -0.2809, 9.5584], [1.1560, 0.4889, 8.0431], [3.0992, -1.2836, 4.0986], [3.3960, -2.1838, 2.9209], [2.1076, -2.7707, 2.2723], [2.3503, -3.5932, 1.0093], [3.1354, -4.8113, 1.3468], [1.0489, -3.9795, 0.3523], [1.1742, -3.9579, -1.2148], [2.6695, -3.6513, -1.4026], [3.0484, -2.8217, -0.1043], [2.4433, -0.4669, 3.7971], [3.9900, -0.8735, 4.5744], [2.7296, -1.9376, 4.8885], [4.1138, -2.9859, 3.0931], [3.8213, -1.6111, 2.0968], [1.4083, -1.9671, 2.0417], [1.5240, -3.4018, 2.9426], [4.1419, -4.4191, 1.4926], [3.1153, -5.4137, 0.4385], [2.7110, -5.3316, 2.2054], [0.6485, -4.8827, 0.8125], [0.3082, -3.2145, 0.5852], [0.8337, -4.9117, -1.6179], [0.5877, -3.1380, -1.6293], [3.2489, -4.5704, -1.4909], [2.8780, -3.0878, -2.3120], [4.1266, -2.6851, -0.0222], [2.6089, -1.8254, -0.1537], [-4.3391, 2.3563, -0.6248], [-4.1175, 1.4689, 0.5817], [-5.1428, 1.6812, 1.6783], [-5.1684, 0.5491, 2.7135], [-3.8599, 0.5210, 3.5175], [-5.4499, -0.8406, 2.1297], [-5.9323, -1.6603, 3.3114], [-6.7448, -0.6979, 4.1584], [-6.3905, 0.6672, 3.6638], [-4.0402, 3.3987, -0.5143], [-5.4146, 2.4413, -0.7802], [-3.8531, 1.9689, -1.5203], [-3.0741, 1.5411, 0.8887], [-4.3867, 0.5118, 0.1348], [-6.1416, 1.7276, 1.2443], [-4.8131, 2.6025, 2.1584], [-3.8201, 1.5473, 3.8824], [-3.1217, 0.2195, 2.7744], [-3.9843, -0.0944, 4.4086], [-4.6287, -1.2220, 1.5229], [-6.3157, -0.5822, 1.5200], [-5.1677, -2.0474, 3.9849], [-6.5849, -2.4480, 2.9349], [-6.5370, -0.9015, 5.2088], [-7.7852, -0.9805, 3.9980], [-6.1338, 1.4460, 4.3819], [-7.1754, 1.1423, 3.0752], [-2.6638, 5.8458, 1.2890], [-1.3596, 5.0571, 1.5383], [-0.9790, 5.1531, 3.0084], [-0.2729, 3.8682, 3.5613], [1.1144, 3.7288, 2.8659], [-1.1150, 2.6054, 3.2351], [-0.6654, 1.5213, 4.3140], [-0.2050, 2.3472, 5.5215], [-0.1517, 3.8273, 5.0970], [-3.5170, 5.4596, 1.8467], [-2.7768, 5.8318, 0.2049], [-2.5686, 6.8663, 1.6601], [-0.5477, 5.5155, 0.9737], [-1.6407, 4.0661, 1.1818], [-1.9100, 5.2252, 3.5707], [-0.3234, 5.9776, 3.2886], [0.9802, 3.3642, 1.8475], [1.5605, 2.9217, 3.4471], [1.6526, 4.6721, 2.9586], [-0.9745, 2.2122, 2.2282], [-2.1377, 2.9356, 3.4173], [0.1033, 0.8559, 3.9209], [-1.4484, 0.8017, 4.5532], [0.7197, 2.0642, 6.0244], [-0.9875, 2.3451, 6.2803], [0.8162, 4.2402, 5.3812], [-0.9700, 4.4611, 5.4384], [4.1417, -0.7821, -4.0920], [5.3210, -1.1742, -3.1999], [6.2867, -2.0881, -3.9728], [7.1134, -2.9978, -3.0342], [6.1742, -3.8907, -2.1549], [8.0032, -3.9801, -3.8126], [9.2477, -4.2396, -2.9669], [9.5775, -2.8416, -2.4041], [8.1979, -2.1698, -2.2527], [3.4421, -0.2488, -3.4484], [3.5554, -1.6357, -4.4320], [4.3840, -0.1233, -4.9259], [4.7930, -1.6723, -2.3867], [5.8934, -0.2796, -2.9546], [6.9483, -1.4660, -4.5756], [5.7964, -2.8244, -4.6097], [6.8323, -4.5778, -1.6230], [5.4193, -4.4218, -2.7347], [5.7214, -3.2382, -1.4083], [7.4599, -4.9086, -3.9880], [8.2869, -3.3836, -4.6797], [9.0038, -4.8950, -2.1308], [10.0412, -4.5595, -3.6423], [10.2605, -2.7875, -1.5563], [10.1253, -2.4149, -3.2443], [7.8184, -2.3730, -1.2513], [8.1835, -1.1474, -2.6303], [1.5882, 0.0578, -7.0421], [0.3311, 0.9614, -6.7182], [-0.9142, 0.1755, -6.5512], [-2.2263, 1.0220, -6.5357], [-2.2683, 1.9435, -5.2796], [-3.4949, 0.1350, -6.4227], [-4.6300, 0.8900, -7.1075], [-3.9092, 1.5750, -8.3035], [-2.4485, 1.8578, -7.8287], [1.7120, -0.6563, -6.2280], [2.4997, 0.6439, -7.1598], [1.5434, -0.5159, -7.9679], [0.1504, 1.6452, -7.5476], [0.4731, 1.5813, -5.8329], [-1.0089, -0.3046, -5.5772], [-0.9809, -0.6071, -7.3069], [-1.5629, 2.7690, -5.3746], [-2.2405, 1.3941, -4.3386], [-3.2035, 2.4649, -5.0754], [-3.6529, -0.0775, -5.3654], [-3.2562, -0.8077, -6.9151], [-5.2345, 1.4895, -6.4268], [-5.2028, 0.1048, -7.6009], [-4.3302, 2.5557, -8.5249], [-3.9048, 0.9360, -9.1866], [-2.3111, 2.9002, -7.5413], [-1.7913, 1.6625, -8.6761], [3.6178, 7.6090, -4.5460], [3.2477, 6.2969, -5.3222], [4.2088, 5.2323, -4.7693], [3.9491, 3.7936, -5.2998], [4.1463, 3.8020, -6.8319], [4.8825, 2.7640, -4.6107], [4.3154, 2.6942, -3.1895], [2.7908, 2.9808, -3.3024], [2.5193, 3.3581, -4.7797], [2.8819, 8.3572, -4.8405], [4.6370, 7.9496, -4.7287], [3.4051, 7.3662, -3.5049], [3.4112, 6.4632, -6.3869], [2.2183, 6.0001, -5.1211], [4.1966, 5.1563, -3.6821], [5.2471, 5.4332, -5.0334], [4.1013, 2.7757, -7.1964], [5.1126, 4.2576, -7.0480], [3.2833, 4.4012, -7.1224], [4.8349, 1.8235, -5.1596], [5.9165, 3.1045, -4.5575], [4.4921, 1.7545, -2.6661], [4.8463, 3.3097, -2.4633], [2.2544, 2.0681, -3.0429], [2.3928, 3.8022, -2.7066], [2.3328, 2.4012, -5.2673], [1.6663, 4.0172, -4.9408]], "atomic_forces_ev_per_a": [[-2.3086, -1.9313, -0.5652], [-0.5745, 0.5932, -0.0936], [2.6767, -0.4795, 2.3703], [0.3112, 0.8757, 2.7751], [0.9007, 0.4633, -4.7670], [1.5959, 0.9538, 3.3206], [-1.9087, 0.3259, 4.8675], [1.5374, 0.3142, -5.0914], [-1.8181, -0.6367, -3.4513], [-0.1280, -0.2524, 1.5115], [0.2602, 0.3212, -0.0255], [-0.1944, -0.1298, -0.0962], [-0.3003, 0.7024, -0.3967], [0.9991, -0.7329, 0.3250], [0.5597, 0.5730, -0.0709], [-0.5404, 1.3509, 2.2363], [-0.1348, -1.7982, -0.0877], [0.4279, -0.2240, -0.4711], [-1.6385, 0.8194, -0.8314], [2.3333, -1.2037, 0.0586], [-1.3187, 1.3958, 0.3971], [-0.5289, -0.0711, -0.1529], [-0.2142, -0.1643, 0.9388], [0.1320, -0.1018, -0.2764], [0.1623, 0.0566, -0.1406], [-0.4397, -0.0800, -0.3095], [-0.1720, 0.4142, -0.8766], [0.5813, -0.4593, -0.3070], [0.0425, -0.0594, 0.2621], [0.0014, 0.6409, -0.2817], [0.0924, -0.4449, 0.2934], [0.0990, -0.0072, 0.0133], [-0.2490, 0.2224, 0.1918], [0.1257, 0.1002, -0.1981], [-0.0035, 0.0211, 0.4266], [0.0389, -0.0810, 0.0504], [-0.0844, -0.5509, -0.4174], [-0.0211, -0.3284, -0.2424], [-0.0444, 0.0089, -0.1794], [-1.1093, 0.6159, 0.8668], [-0.1869, -0.6617, 0.1597], [-1.4661, 0.8860, 0.3075], [-1.3129, -0.2884, -0.2812], [0.6357, 0.2816, -0.8073], [0.5811, 1.2436, -1.0885], [0.1256, 1.3256, 4.5962], [-1.0389, -0.9967, -2.6012], [1.7442, -0.5773, -0.6307], [0.8281, 0.2157, -0.1891], [1.0667, -0.8273, 0.0721], [0.1536, 0.3380, -0.3243], [0.2001, 0.1184, 0.0591], [-0.2956, -0.2114, -0.3470], [-0.1758, -0.1930, 0.2486], [-0.2329, 0.3318, -0.0535], [0.1744, 0.0426, 0.2350], [0.0346, 0.1169, 0.2734], [-0.1327, -0.4130, -0.2660], [0.1659, -0.5580, -0.2576], [0.3401, -0.3908, 0.0257], [-0.2822, -0.0318, -0.2755], [0.0896, -0.0110, -0.2365], [-0.0413, 0.2397, -0.1182], [-0.3459, -0.1255, -0.1219], [-0.2529, -0.2559, 0.4338], [0.4081, -0.1994, 0.2262], [-1.2261, -1.0568, -0.1594], [0.7539, 1.8495, 0.6439], [0.0844, -1.9029, -0.3637], [-1.1488, 0.3570, 0.3295], [0.3062, 0.6798, 1.2628], [-0.4690, 0.5225, 0.2469], [1.5773, -1.5660, 0.4121], [-0.1255, 0.5562, 0.2237], [0.5204, -0.7580, -0.9383], [0.4991, -0.3146, 0.1734], [0.1572, 0.4663, -0.6561], [-0.1759, -0.0372, 0.2263], [-0.0373, 0.1195, -0.1669], [-0.1197, -0.1955, -0.6433], [0.4067, 0.2574, -0.7134], [-0.7324, -0.0194, -0.4053], [0.4043, 0.7282, -0.2041], [0.1032, -0.1519, 0.0504], [0.0342, 0.1717, -0.0341], [0.3833, -0.5086, 0.1947], [-0.3203, -0.4971, -0.4156], [-0.2551, -0.0622, 0.0366], [-0.2126, 0.8011, 0.0331], [-0.2827, 0.1022, 0.4667], [-0.4080, 0.4605, -0.1001], [-0.1546, -0.0594, -0.0002], [0.4491, -0.2248, 0.3617], [-0.9036, 1.2187, 0.2056], [1.2360, 0.2352, 1.2433], [0.6977, -0.9429, 0.0604], [-0.6780, -0.6914, 0.9841], [-2.0974, 1.0852, 0.5142], [0.1765, -0.0675, -0.1794], [0.9242, -0.4013, -0.9299], [0.6531, -0.4178, -0.3057], [-0.9706, 1.8630, -0.4389], [-0.0150, -0.0737, -0.3562], [-0.1549, -0.0945, -0.4876], [-0.1130, 0.0034, 0.1892], [0.1160, -0.3729, 0.5789], [0.0389, -0.0632, -0.0191], [0.1208, 0.1225, -0.0439], [-0.1992, 0.2486, -0.0554], [0.5682, -0.4214, -0.2889], [-0.1073, -0.2395, 0.1727], [0.5159, -0.0287, -0.3982], [-0.0010, 0.1199, 0.0497], [0.0355, 0.1144, -0.0681], [0.1854, -0.2327, -0.1063], [-0.2565, -0.4296, 0.1449], [0.3101, 0.0609, -0.2296], [0.1484, 0.2442, 0.2418], [-0.3064, -0.7952, 0.0063], [-0.0143, -0.0573, -0.1788], [0.3941, -0.6630, 0.3947], [-0.3728, -0.5048, -1.9036], [-0.0685, 0.3821, 0.3070], [0.0614, 0.6680, 0.0550], [0.3344, 0.5161, -0.8711], [-1.6326, 0.7922, -0.3948], [0.8237, -0.1864, 1.1986], [0.0587, 0.4853, 0.5993], [-0.6009, -0.6095, -1.5952], [-0.2921, -0.1466, 0.1840], [0.2741, 0.1364, -0.4140], [-0.7458, 0.2871, 0.1609], [-0.0161, 0.0742, 0.5992], [0.2423, 0.3660, 0.0721], [0.0782, 0.3484, -0.5431], [0.3437, -0.3987, 0.1047], [0.0680, -0.6750, 0.3982], [0.1347, -0.3340, 0.3950], [0.1369, 0.1083, -0.1266], [0.4807, -0.3044, -0.1476], [0.1262, 0.3812, 0.3250], [0.2548, 0.1205, -0.2180], [-0.1855, 0.0099, 0.1725], [0.1405, -0.0191, 0.2285], [-0.1649, 0.2421, 0.1095], [-0.0059, -0.4415, 0.6988], [-0.4245, 0.0633, -0.0212], [-0.5819, 1.2042, 0.0145], [-0.5111, -0.8633, -0.9832], [0.9978, -0.2746, 0.2052], [-0.0716, -0.8129, 0.8650], [-1.8205, 0.7893, -0.7527], [-0.1543, 1.1141, 0.0331], [0.2116, -0.2573, -0.1942], [-0.5594, -0.9040, 0.3422], [0.4887, 2.0129, -0.5662], [0.3299, 0.0384, 0.2356], [-0.1678, -0.1684, -0.4236], [-0.0009, -0.1523, 0.1633], [-0.0587, -0.5503, 0.2039], [0.8891, -0.5918, 0.3256], [-0.0067, 0.2140, 0.2303], [-0.8441, 0.0543, 0.5969], [0.6855, -0.0107, -0.0945], [0.6913, -0.0815, 0.4679], [0.1145, -0.3810, -0.3955], [0.0591, 0.2204, 0.2591], [-0.0484, -0.5939, -0.4578], [0.3866, -0.3966, -0.7100], [0.3589, -0.2674, 0.1535], [-0.0556, 0.4562, 0.0004], [-0.1566, 0.7161, 0.1730], [0.0605, -0.3233, 0.3610], [-0.0864, -0.3058, -0.1595], [0.9610, 0.5318, 0.2070], [-0.4344, 0.7869, 0.2897], [-0.1574, -1.6769, 0.9206], [0.2922, -0.4595, -1.5511], [-1.3607, -0.6270, 1.2644], [0.7425, -0.6383, 1.5740], [0.1745, 0.7055, -0.8635], [-1.1032, 0.7997, 0.4285], [0.6042, 0.1814, -1.2376], [-0.0521, -0.4464, -0.3167], [-0.6393, 0.2618, 0.1739], [0.0515, 0.2021, -0.3726], [-0.1318, -0.3973, -0.4491], [0.8432, -0.2673, 0.2014], [0.1207, 0.0440, 0.3561], [-0.1218, 0.0688, -0.2585], [-0.0655, 0.2175, 0.0032], [0.5079, 0.1097, -0.2394], [-0.0799, -0.1314, -0.0175], [0.1777, 0.2852, -0.0278], [-0.0696, -0.1729, -0.0938], [0.2890, 0.3844, -0.4030], [-0.3290, 0.4080, -0.0001], [0.0217, -0.2273, -0.3481], [0.0791, -0.3578, 0.2248], [-0.2448, 0.4541, -0.1152], [0.1284, -0.2328, 0.3298], [-0.4373, 0.5218, 0.4282], [-0.1916, -0.5277, -1.6125], [-0.0941, -1.0947, 1.1285], [0.4783, -0.6307, -0.4963], [1.4063, 1.5162, 0.2255], [0.1216, 0.4421, 0.2127], [-0.6302, 0.8193, 0.6164], [-0.2555, -0.1953, -1.8393], [-0.6598, -1.2947, 0.7980], [-0.2508, 0.2094, -0.1719], [0.2590, -0.0984, -0.2103], [0.1261, -0.3200, -0.1200], [0.7407, 0.1317, 0.4839], [-0.2385, -0.0234, 0.7397], [0.2755, -0.3437, 0.0413], [-0.3045, 0.3090, -0.1650], [-0.1078, -0.1148, -0.1897], [0.2996, 0.2591, -0.2782], [-0.0977, -0.1228, -0.1553], [-0.0990, 0.3355, -0.5904], [-0.0700, -0.6290, -0.4290], [0.3791, -0.5674, -0.3534], [-0.0241, -0.5742, 0.4930], [-0.5010, -0.1455, 0.2041], [-0.0171, 0.7242, 0.1834], [0.3628, 1.1544, 0.3849], [-0.2970, -0.0777, 0.4720], [-0.7909, 0.3444, 0.5974], [0.9779, 0.3036, -0.7987], [-1.6061, -0.6883, 1.1625], [-0.4908, 0.6988, 0.0727], [-0.1351, 0.1063, -0.3088], [0.8304, 0.2172, 0.2830], [1.0260, -1.1713, -1.2183], [0.5411, 1.0415, 1.2766], [-0.9804, 0.0323, 0.2769], [0.1172, 0.0784, 0.1014], [-0.0456, 0.2490, 0.2738], [-0.5772, 0.1251, -0.0732], [0.3182, 0.1655, -0.2176], [0.3198, -0.2262, 0.1040], [0.5880, -0.2841, 0.2164], [-0.5008, 0.2517, -0.2714], [0.4152, -0.5367, 0.0702], [1.2095, -0.6842, -0.3168], [-0.6356, -0.1171, -1.3295], [0.1587, -0.0710, -0.0289], [-0.0557, 0.1193, -0.1310], [0.1739, 0.2158, -0.3248], [-0.7468, 0.1837, 0.4998], [-0.2946, -0.2877, -0.3719], [-0.1150, 0.1264, 0.1321], [-0.0406, -0.0860, -0.0632], [0.4889, -0.4827, 0.6292], [-1.4441, -1.0165, -0.4701], [1.4503, 0.2922, 0.7544], [0.1685, -0.9164, -0.6365], [-0.0939, 0.1338, 0.2489], [-0.9791, -0.0238, 1.7442], [-0.6713, 1.0462, 0.6988], [-0.3718, -0.2808, 0.7167], [-0.0788, 0.4030, -0.3881], [1.7719, -1.8957, 0.0940], [0.3580, 0.2611, 0.0078], [-0.1610, -0.0642, 0.1105], [0.4466, 0.4288, 0.2452], [-0.1631, -0.1575, 0.0087], [-0.0068, 0.2818, -0.1111], [-0.3452, 0.1104, -0.0560], [-0.0188, 0.1901, -0.1650], [-0.1156, 0.1573, -0.0093], [-0.2231, 0.0558, -0.0529], [0.4327, -0.1340, -0.8300], [-0.2203, 0.2272, -0.0161], [-0.1089, 0.2766, -0.5816], [-0.2495, -0.6230, -0.6922], [-0.0792, 0.9258, -0.4940], [-0.3295, 0.1079, -0.0871], [0.4449, -0.1433, 0.5012], [-0.0702, 0.2108, -0.4653], [0.6876, 0.3356, -0.2384]]}